2 unconnected molecules or ions with the total composition C4H12N2 in a non-equilibrium geometry. Source: OMol25; level of theory: the ωB97M-V functional and the def2-TZVPD basis.

Values from the calculation:
- Orbital gap: 9.23 eV
- HOMO energy: -8.13 eV
- SMILES string: C=CN.CCN
- E: -7321.9316 eV
- Energy relative to the best compared isomer or geometry (same formula, charge and spin): 25.3 kcal per mole
- Lowest unoccupied orbital energy: 0.040 Ha

CARTESIAN COORDINATES (ANGSTROEM)
C -1.711 0.011 1.917
C -1.717 0.334 0.417
N -1.834 -0.827 -0.447
H -0.914 -0.708 2.121
H -1.521 0.902 2.513
H -2.648 -0.456 2.221
H -2.459 1.107 0.229
H -0.757 0.800 0.191
H -1.092 -1.479 -0.241
H -2.698 -1.341 -0.301
C 2.607 -0.091 0.281
C 1.819 0.569 -0.562
N 1.402 0.150 -1.808
H 2.888 -1.134 0.224
H 3.128 0.450 1.062
H 1.551 1.596 -0.356
H 1.362 -0.845 -1.948
H 0.743 0.685 -2.341

Cartesian forces (eV/Å) of the 3 atoms listed first:
0.14 -0.23 -0.33
0.59 0.09 0.83
-0.42 -0.04 -0.36

=====

C4H12N2 in the gas phase in a non-equilibrium geometry. Source: OMol25; level of theory: the ωB97M-V functional and the def2-TZVPD basis.

Values from the calculation:
- Orbital gap: 9.62 eV
- HOMO energy: -8.48 eV
- SMILES string: CNC[C@@H](C)N
- E: -7321.9263 eV
- Energy relative to the best compared isomer or geometry (same formula, charge and spin): 25.4 kcal per mole
- Lowest unoccupied orbital energy: 0.042 Ha

CARTESIAN COORDINATES (ANGSTROEM)
N 1.214 -0.248 -1.394
C 1.158 0.329 -0.056
C 2.066 -0.453 0.958
C -0.272 0.303 0.569
N -1.258 0.280 -0.547
C -2.607 -0.189 -0.220
H 1.949 0.272 -1.828
H 0.346 -0.502 -1.825
H 1.563 1.337 -0.147
H 1.824 -0.128 1.973
H 3.132 -0.261 0.825
H 1.916 -1.509 0.723
H -0.494 1.141 1.247
H -0.383 -0.630 1.102
H -1.258 1.206 -0.948
H -2.581 -0.817 0.670
H -3.334 0.609 -0.020
H -2.983 -0.740 -1.081

Cartesian forces (eV/Å) of the 3 atoms listed first:
1.02 -0.21 1.66
0.03 -0.61 1.13
-0.11 0.64 -0.96

=====

2 unconnected molecules or ions with the total composition C4H12N2 in a non-equilibrium geometry. Source: OMol25; level of theory: the ωB97M-V functional and the def2-TZVPD basis.

Values from the calculation:
- Orbital gap: 10.35 eV
- HOMO energy: -9.43 eV
- SMILES string: C/N=C\N.CC
- E: -7322.2851 eV
- Energy relative to the best compared isomer or geometry (same formula, charge and spin): 17.1 kcal per mole
- Lowest unoccupied orbital energy: 0.034 Ha

CARTESIAN COORDINATES (ANGSTROEM)
C 1.056 -1.799 0.591
N -0.275 -0.497 2.648
C -0.917 -1.272 1.672
N -0.385 -1.937 0.737
H 1.334 -2.399 -0.276
H 1.629 -2.235 1.419
H 1.398 -0.769 0.457
H 0.713 -0.360 2.488
H -0.809 0.333 2.863
H -1.996 -1.190 1.787
C -0.772 1.671 -2.273
C 0.341 1.365 -1.292
H -0.440 2.377 -3.041
H -1.690 2.080 -1.856
H -1.051 0.772 -2.830
H 0.573 2.244 -0.686
H 0.049 0.576 -0.598
H 1.243 1.040 -1.810

Cartesian forces (eV/Å) of the 3 atoms listed first:
0.15 -0.95 -0.12
-0.26 -0.41 -0.66
0.19 0.84 0.42

=====

2 unconnected molecules or ions with the total composition C4H12N2 in a non-equilibrium geometry. Source: OMol25; level of theory: the ωB97M-V functional and the def2-TZVPD basis.

Values from the calculation:
- Orbital gap: 9.09 eV
- HOMO energy: -8.06 eV
- SMILES string: C=CN.CCN
- E: -7320.5141 eV
- Energy relative to the best compared isomer or geometry (same formula, charge and spin): 58.0 kcal per mole
- Lowest unoccupied orbital energy: 0.038 Ha

CARTESIAN COORDINATES (ANGSTROEM)
C 1.826 2.119 -0.645
C 1.347 0.684 -0.766
N 0.770 0.282 -2.097
H 1.077 2.920 -0.559
H 2.405 2.187 0.273
H 2.478 2.353 -1.496
H 2.132 -0.033 -0.402
H 0.510 0.501 -0.097
H 0.366 1.091 -2.463
H 1.632 0.031 -2.694
C -2.086 -0.108 1.719
C -1.039 -1.058 1.501
N -1.179 -2.252 0.781
H -3.155 -0.263 1.523
H -1.911 0.949 1.740
H -0.066 -1.020 1.927
H -2.219 -2.464 0.619
H -0.679 -2.286 -0.013

Cartesian forces (eV/Å) of the 3 atoms listed first:
0.53 0.15 0.00
-1.10 -0.85 0.13
3.79 -1.95 0.49

=====

C4H12N2 in the gas phase in a non-equilibrium geometry. Source: OMol25; level of theory: the ωB97M-V functional and the def2-TZVPD basis.

Values from the calculation:
- Orbital gap: 9.44 eV
- HOMO energy: -8.35 eV
- SMILES string: CNCCCN
- E: -7321.9723 eV
- Energy relative to the best compared isomer or geometry (same formula, charge and spin): 24.4 kcal per mole
- Lowest unoccupied orbital energy: 0.040 Ha

CARTESIAN COORDINATES (ANGSTROEM)
C 0.604 -1.552 0.942
C 1.281 -0.228 0.536
C 0.512 0.605 -0.464
C -1.362 2.211 -0.710
N -0.749 1.121 0.034
N 0.031 -2.221 -0.227
H -0.230 -1.195 1.573
H 1.281 -2.199 1.488
H 1.402 0.481 1.359
H 2.280 -0.350 0.099
H 0.254 0.191 -1.460
H 1.205 1.422 -0.711
H -0.693 3.052 -0.886
H -1.749 1.838 -1.673
H -2.230 2.537 -0.135
H -1.488 0.512 0.337
H -0.639 -1.619 -0.698
H -0.532 -3.009 0.082

Cartesian forces (eV/Å) of the 3 atoms listed first:
-1.05 1.79 -0.29
0.38 -0.20 -0.64
-1.07 0.24 -1.22

=====

C4H12N2 in the gas phase. Source: OMol25; level of theory: the ωB97M-V functional and the def2-TZVPD basis.

Values from the calculation:
- Orbital gap: 9.57 eV
- HOMO energy: -8.49 eV
- SMILES string: CN[C@@H](C)CN
- E: -7322.4183 eV
- Energy relative to the best compared isomer or geometry (same formula, charge and spin): 14.1 kcal per mole
- Lowest unoccupied orbital energy: 0.040 Ha

CARTESIAN COORDINATES (ANGSTROEM)
C -1.208 -1.862 -0.916
N -1.214 -0.651 -0.128
C 1.163 -0.146 -0.819
C 0.093 -0.138 0.284
C -0.123 1.240 0.885
N 1.034 1.701 1.644
H -2.182 -2.347 -0.864
H -0.943 -1.711 -1.963
H -0.530 -2.565 -0.424
H -1.785 0.092 -0.504
H 1.981 0.537 -0.578
H 0.732 0.093 -1.795
H 1.559 -1.161 -0.919
H 0.426 -0.781 1.099
H -0.413 1.966 0.110
H -0.998 1.157 1.537
H 1.674 2.188 1.027
H 0.733 2.390 2.324

Cartesian forces (eV/Å) of the 3 atoms listed first:
-0.19 -0.06 0.47
0.04 0.26 0.40
-0.20 -0.44 0.09

=====

2 unconnected molecules or ions with the total composition C4H12N2 in a non-equilibrium geometry. Source: OMol25; level of theory: the ωB97M-V functional and the def2-TZVPD basis.

Values from the calculation:
- Orbital gap: 9.98 eV
- HOMO energy: -9.05 eV
- SMILES string: C=NC.CCN
- E: -7320.8631 eV
- Energy relative to the best compared isomer or geometry (same formula, charge and spin): 49.9 kcal per mole
- Lowest unoccupied orbital energy: 0.034 Ha

CARTESIAN COORDINATES (ANGSTROEM)
C -1.797 -0.542 1.428
C -2.349 0.715 0.739
N -2.090 0.902 -0.682
H -1.271 -0.241 2.344
H -2.584 -1.235 1.739
H -0.943 -0.972 0.887
H -3.420 0.619 0.894
H -1.978 1.559 1.330
H -1.190 0.509 -0.977
H -1.836 1.849 -0.935
C 2.588 0.075 0.417
C 1.939 -1.122 -1.445
N 1.855 -0.024 -0.832
H 3.322 -0.753 0.523
H 1.819 0.002 1.196
H 3.230 0.930 0.615
H 2.748 -1.845 -1.280
H 1.105 -1.504 -2.040

Cartesian forces (eV/Å) of the 3 atoms listed first:
1.18 0.36 0.27
-0.05 0.13 0.80
1.28 -0.41 -1.05

=====

2 unconnected molecules or ions with the total composition C4H12N2 in a non-equilibrium geometry. Source: OMol25; level of theory: the ωB97M-V functional and the def2-TZVPD basis.

Values from the calculation:
- Orbital gap: 4.35 eV
- HOMO energy: -7.43 eV
- E: -7315.8155 eV
- Energy relative to the best compared isomer or geometry (same formula, charge and spin): 166.3 kcal per mole
- Lowest unoccupied orbital energy: -0.113 Ha

CARTESIAN COORDINATES (ANGSTROEM)
C 3.670 -0.004 0.338
N 2.578 0.033 -0.571
C 1.336 -0.497 -0.037
C -0.002 0.021 -0.607
N -1.254 -0.541 -0.063
C -3.969 0.688 0.050
H 3.733 0.615 1.285
H 3.867 -1.041 0.742
H 4.534 0.395 -0.225
H 1.256 -0.322 1.016
H 1.327 -1.575 -0.230
H -3.927 0.100 0.952
H -0.092 -0.207 -1.655
H -0.005 1.142 -0.539
H -1.192 -1.581 0.132
H -3.530 1.628 0.327
H -5.010 0.899 -0.204
H -3.320 0.248 -0.711

Cartesian forces (eV/Å) of the 3 atoms listed first:
1.38 0.31 0.40
-2.79 -0.36 0.82
2.12 -0.26 -0.42

=====

C4H12N2 in the gas phase in a non-equilibrium geometry. Source: OMol25; level of theory: the ωB97M-V functional and the def2-TZVPD basis.

Values from the calculation:
- Orbital gap: 9.84 eV
- HOMO energy: -8.69 eV
- SMILES string: CC(C)NCN
- E: -7322.3384 eV
- Energy relative to the best compared isomer or geometry (same formula, charge and spin): 15.9 kcal per mole
- Lowest unoccupied orbital energy: 0.042 Ha

CARTESIAN COORDINATES (ANGSTROEM)
C -1.065 1.316 0.982
C -0.599 0.458 -0.190
C -0.584 1.325 -1.482
N 0.686 -0.188 -0.018
C 0.733 -1.438 0.701
N 1.783 -2.318 0.178
H -2.103 1.604 0.775
H -0.457 2.214 1.097
H -1.154 0.723 1.892
H -1.325 -0.348 -0.307
H -1.007 2.313 -1.360
H -1.097 0.807 -2.303
H 0.449 1.344 -1.821
H 1.409 0.468 0.241
H -0.253 -1.902 0.602
H 0.953 -1.290 1.767
H 1.392 -3.204 -0.142
H 2.239 -1.884 -0.613

Cartesian forces (eV/Å) of the 3 atoms listed first:
-0.83 -0.40 -0.13
-0.23 0.62 -0.32
0.22 -1.25 -0.21

=====

C4H12N2 in the gas phase in a non-equilibrium geometry. Source: OMol25; level of theory: the ωB97M-V functional and the def2-TZVPD basis.

Values from the calculation:
- Orbital gap: 10.16 eV
- HOMO energy: -9.02 eV
- SMILES string: NCCCCN
- E: -7322.3787 eV
- Energy relative to the best compared isomer or geometry (same formula, charge and spin): 15.0 kcal per mole
- Lowest unoccupied orbital energy: 0.042 Ha

CARTESIAN COORDINATES (ANGSTROEM)
C -0.138 0.298 -1.102
C -1.307 0.405 -0.137
C -1.426 -0.741 0.864
N -0.689 -0.422 2.119
C 1.216 0.277 -0.434
N 2.346 0.253 -1.381
H -0.213 -0.625 -1.700
H -0.254 1.035 -1.905
H -1.091 1.321 0.438
H -2.270 0.714 -0.545
H -2.479 -0.924 1.086
H -0.968 -1.610 0.388
H -0.773 -1.285 2.649
H -1.217 0.281 2.623
H 1.375 -0.554 0.256
H 1.363 1.132 0.235
H 2.522 -0.678 -1.730
H 2.130 0.866 -2.156

Cartesian forces (eV/Å) of the 3 atoms listed first:
-0.91 -1.09 -0.91
0.23 1.38 0.97
0.21 0.87 -0.03